[1]
Entry from the Open Molecules 2025 dataset: a molecular structure, C16H12F6N4O4RuS3 (wB97M-V/def2-TZVPD).

The geometry in XYZ format:
```
46
Properties=species:S:1:pos:R:3:forces:R:3:lowdin_charge:R:1
Ru 0.12011 -0.11329 -0.58637 -0.3 -0.3 -0.2 1.32
N -0.44473 0.55464 1.53854 0.3 0.0 0.2 0.04
C -1.02888 -0.57197 2.23735 -0.1 -0.1 0.0 -0.21
C -1.49517 -0.51448 3.52214 0.1 0.0 -0.1 0.03
C -2.00980 -1.67036 4.14501 0.0 0.0 0.0 -0.02
C -2.03663 -2.86407 3.48217 0.0 0.0 0.0 0.02
C -1.57478 -2.95076 2.14624 0.0 0.1 0.0 -0.12
C -1.58630 -4.14678 1.39907 0.0 0.0 0.0 0.06
C -1.15062 -4.14775 0.09863 0.0 0.1 0.0 0.00
C -0.72205 -2.94605 -0.46860 0.0 -0.1 0.0 -0.10
N -0.68987 -1.80767 0.21024 0.0 0.2 -0.1 -0.08
C -1.08682 -1.78405 1.52089 -0.1 0.1 0.2 -0.15
H 0.49882 0.71607 1.89742 0.0 0.1 0.0 0.10
H -0.96661 1.41008 1.70632 0.0 0.0 -0.1 0.12
H -1.45578 0.41579 4.07535 0.0 0.0 0.0 0.13
H -2.37100 -1.60069 5.16123 0.0 0.0 0.0 0.13
H -2.41518 -3.75603 3.96302 0.0 0.0 0.0 0.14
H -1.94503 -5.05682 1.86304 0.0 0.0 0.0 0.14
H -1.14316 -5.04569 -0.50109 0.0 0.0 0.0 0.13
H -0.38968 -2.91270 -1.49962 0.0 0.0 0.0 0.11
S -1.37211 -0.20121 -2.44416 0.0 0.1 -0.2 0.93
C -1.78738 1.42057 -2.14176 0.0 0.1 0.1 -0.69
C -2.66182 2.18188 -2.93095 0.0 0.0 -0.1 -0.01
C -2.79101 3.53214 -2.63600 0.0 0.0 0.0 0.01
C -2.05830 4.05984 -1.58655 0.0 0.0 0.0 0.04
C -1.22081 3.21821 -0.82521 0.0 0.0 0.1 -0.07
N -1.10975 1.93694 -1.08169 0.0 -0.1 -0.2 -0.04
H -3.19013 1.72200 -3.75516 0.0 0.0 0.0 0.13
H -3.44182 4.16276 -3.22600 0.0 0.0 0.0 0.14
H -2.11326 5.11080 -1.33825 0.0 0.0 0.0 0.14
H -0.63079 3.61245 -0.00576 0.0 0.0 0.0 0.13
F 2.49343 -1.76159 -1.97284 -0.1 0.1 0.0 0.11
C 3.48674 -1.91608 -1.08336 0.1 0.1 0.1 -0.68
F 4.64419 -1.78397 -1.67986 0.0 0.0 0.0 0.21
F 3.37287 -3.10317 -0.52235 0.0 0.0 0.1 0.19
S 3.29813 -0.61453 0.23171 -0.1 -0.2 -0.1 0.69
O 1.82501 -0.69282 0.52520 0.1 -0.1 0.0 -0.44
O 4.14297 -0.95165 1.30662 0.1 0.0 0.1 -0.17
N 3.63456 0.73844 -0.48496 -0.1 0.1 -0.1 -0.26
S 2.45434 1.69529 -0.84309 0.1 0.0 0.0 0.67
O 1.48086 1.01529 -1.76940 0.0 0.1 0.3 -0.45
O 1.78010 2.32804 0.25219 -0.1 0.1 0.2 -0.28
C 3.29125 3.03984 -1.81813 0.1 -0.1 -0.2 -0.69
F 4.01304 3.74288 -0.97861 0.0 0.0 0.0 0.21
F 2.32050 3.78010 -2.33448 0.0 0.0 0.0 0.17
F 4.03233 2.52011 -2.76811 -0.1 0.0 0.0 0.20
```
Positions in Å, forces in eV/Å.

Calculated values
max |F|	0.44	eV Å⁻¹
gap between HOMO and LUMO (alpha / beta)	0.2812 / 0.1923	Ha
net charge	+2
HOMO (alpha / beta)	-15.3 / -15.4	eV
multiplicity	5

---

[2]
Entry from the Open Molecules 2025 dataset: 3 unconnected molecules or ions with the total composition C4H11N2O2 at a distorted geometry (wB97M-V/def2-TZVPD).

The geometry in XYZ format:
```
19
Properties=species:S:1:pos:R:3:forces:R:3:lowdin_charge:R:1
C 0.24378 -1.94784 -2.57369 -0.7 -0.9 -0.6 0.00
C 0.21390 -1.00974 -1.42372 0.9 -0.3 -1.5 -0.28
C 0.89060 0.14496 -1.28533 -0.2 0.3 1.1 0.03
N 0.52287 0.65736 -0.03083 -1.4 -0.7 -0.3 0.13
C -0.42999 -0.12950 0.49816 0.8 -1.3 -0.7 -0.06
N -0.55653 -1.18853 -0.32181 0.1 0.9 -0.3 0.16
H -0.39990 -2.81864 -2.41172 0.1 0.1 0.3 0.09
H 1.21411 -2.36143 -2.84436 0.2 0.3 0.3 0.10
H -0.17564 -1.52130 -3.48567 0.1 0.4 0.1 0.10
H 1.55878 0.59183 -1.99637 0.2 0.3 0.3 0.14
H 0.73253 1.55131 0.38759 0.2 -0.1 -0.1 0.15
H -0.95492 -0.13103 1.43050 0.2 0.8 0.2 0.14
H -1.20388 -1.95174 -0.31954 -0.4 -0.1 0.7 0.18
H -0.74107 2.69624 1.95831 -1.1 0.2 0.4 0.04
H -2.35133 2.41876 1.62719 0.8 0.7 0.5 0.07
O -1.41983 2.20177 1.48281 0.0 -0.6 -0.8 -0.07
H 0.99045 0.18825 3.06602 -0.6 0.3 -0.8 0.08
H 1.17393 1.53039 3.47188 -0.1 1.0 0.0 0.07
O 0.69214 1.07889 2.77058 1.1 -1.2 1.1 -0.06
```
Positions in Å, forces in eV/Å.

Calculated values
max |F|	1.99	eV Å⁻¹
gap between HOMO and LUMO	0.3982	Ha
net charge	+1
HOMO	-13.6	eV
ΔE to the lowest compared entry with this formula, charge and spin	0.558	eV

---

[3]
Entry from the Open Molecules 2025 dataset: a single C4H5N3S molecule at a distorted geometry (wB97M-V/def2-TZVPD).

The geometry in XYZ format:
```
13
Properties=species:S:1:pos:R:3:forces:R:3:lowdin_charge:R:1
H 2.17340 -1.07189 1.19431 0.0 -0.1 0.1 0.05
N 1.40941 -1.75391 1.21481 -0.1 -0.1 -0.3 0.17
C 0.43261 -1.23189 0.61554 0.3 0.8 0.4 -0.37
C -0.83938 -1.89891 0.46827 0.0 0.0 -0.1 -0.07
C -1.90237 -2.43641 0.33454 0.0 -0.4 0.0 0.15
N 0.49327 0.13901 0.12235 -0.3 -0.7 0.3 -0.21
N 1.69507 0.80766 0.36196 0.2 0.3 -1.0 0.06
C -0.54257 0.71481 -0.50055 -0.5 1.2 -1.1 -0.66
S -0.59832 2.25251 -1.16439 0.2 -1.4 0.8 0.57
H -2.79915 -3.01628 0.23283 0.2 0.3 0.0 0.05
H 2.01624 1.17154 -0.56147 -0.3 -0.2 1.0 0.10
H 1.50363 1.60878 0.96662 0.0 -0.1 -0.3 0.10
H -1.39505 0.03263 -0.60264 0.3 0.3 0.1 0.05
```
Positions in Å, forces in eV/Å.

Calculated values
max |F|	1.66	eV Å⁻¹
gap between HOMO and LUMO	0.3244	Ha
structure (SMILES)	[H]/N=C(/C#C)N(N)C=S
HOMO	-8.9	eV
ΔE to the lowest compared entry with this formula, charge and spin	3.502	eV

---

[4]
Entry from the Open Molecules 2025 dataset: a molecular structure, C18H12I2N5O3S6V (wB97M-V/def2-TZVPD).

The geometry in XYZ format:
```
47
Properties=species:S:1:pos:R:3:forces:R:3:lowdin_charge:R:1
V -0.07989 -0.12485 1.30856 0.2 -0.3 0.1 0.42
C -1.61180 -4.14566 1.65475 0.0 0.0 0.0 -0.05
C -1.85279 -4.60966 0.36874 0.0 0.0 -0.1 -0.06
C -1.73015 -3.73058 -0.68071 0.0 -0.1 0.1 -0.03
C -1.32432 -2.41430 -0.44356 0.0 0.2 -0.3 -0.36
N -1.01305 -1.99025 0.79361 0.0 -0.2 -0.1 0.03
C -1.19775 -2.84224 1.81757 0.0 0.0 0.0 -0.13
N -1.28962 -1.61486 -1.58505 0.0 -0.1 0.2 0.18
C -0.76014 -0.45395 -1.64366 0.1 0.1 -0.1 -0.33
N -0.10714 0.28710 -0.68816 -0.1 0.1 0.0 -0.12
C 0.31295 1.47350 -1.22185 -0.1 -0.1 -0.2 -0.34
N 0.96386 2.45387 -0.70598 0.1 0.0 0.3 0.17
C 1.33958 2.56413 0.62881 -0.1 0.0 -0.3 -0.32
C 2.18856 3.64207 0.90858 0.0 0.1 0.1 -0.02
C 2.54716 3.91431 2.20910 0.0 0.0 -0.1 -0.08
C 2.03411 3.12160 3.22660 0.0 0.0 0.0 -0.06
C 1.22210 2.06212 2.88396 0.0 0.0 0.0 -0.13
N 0.90307 1.76226 1.61489 0.1 0.0 0.0 0.03
C -0.09086 1.50523 -2.65464 0.1 0.1 0.1 -0.09
C 0.09460 2.46105 -3.63352 0.0 0.0 -0.1 -0.02
C -0.41211 2.18239 -4.89898 0.0 0.0 0.0 -0.10
C -1.07444 0.98241 -5.16085 0.0 0.0 0.0 -0.09
C -1.25169 0.02754 -4.16475 0.0 0.0 0.0 -0.01
C -0.74992 0.32149 -2.91273 -0.1 -0.1 0.1 -0.09
H -1.71692 -4.77861 2.52437 0.0 0.0 0.0 0.10
H -2.13127 -5.63995 0.18645 0.0 0.0 0.0 0.10
H -1.90657 -4.01949 -1.70571 0.0 0.0 0.0 0.11
H -0.97901 -2.44026 2.79460 0.0 0.0 0.0 0.06
H 2.52371 4.24190 0.07527 0.0 0.0 0.0 0.10
H 3.20703 4.74538 2.42896 0.0 0.0 0.0 0.10
H 2.25703 3.30297 4.26820 0.0 0.0 0.0 0.10
H 0.79950 1.40619 3.63002 0.0 0.0 0.0 0.07
H 0.61521 3.38289 -3.41022 0.0 0.0 0.0 0.11
H -0.28937 2.90512 -5.69699 0.0 0.0 0.0 0.09
H -1.45223 0.79267 -6.15845 0.0 0.0 0.0 0.09
H -1.75445 -0.91258 -4.34857 0.0 0.0 0.0 0.11
S 2.32433 -0.72775 0.11882 0.2 0.0 0.0 -0.17
S 3.89196 -0.87161 1.44276 -0.1 0.0 -0.2 -0.08
S 3.09815 -2.20913 2.77392 -0.2 0.0 0.0 -0.14
S 1.35194 -1.26662 3.29347 -0.1 0.1 0.0 0.07
I 2.15584 -2.95343 -1.01302 0.1 0.0 0.0 0.27
I 1.95942 -5.76521 -2.53006 0.0 0.1 0.0 -0.55
O -2.05079 2.08170 3.69409 -0.1 0.0 0.0 -0.40
S -2.27665 0.82032 3.02028 0.4 -0.2 0.1 0.11
O -0.99783 -0.03663 3.09455 -0.4 0.2 0.2 -0.67
O -3.41027 0.05986 3.49082 0.0 0.0 0.0 -0.39
S -2.27910 1.04756 1.00566 0.0 0.0 0.0 0.41
```
Positions in Å, forces in eV/Å.

Calculated values
max |F|	0.50	eV Å⁻¹
gap between HOMO and LUMO (alpha / beta)	0.2280 / 0.2246	Ha
net charge	-2
HOMO (alpha / beta)	-2.3 / -2.3	eV
ΔE to the lowest compared entry with this formula, charge and spin	0.000	eV
multiplicity	3

---

[5]
Entry from the Open Molecules 2025 dataset: a single C5H10O2 molecule (wB97M-V/def2-TZVPD).

The geometry in XYZ format:
```
17
Properties=species:S:1:pos:R:3:forces:R:3:lowdin_charge:R:1
C 1.00802 -1.38711 -0.72247 0.1 0.2 -0.1 0.03
C 1.34935 -0.18744 -0.25698 -0.2 -0.2 -0.2 -0.13
C 0.78473 0.28715 1.05743 -0.1 0.2 -0.2 -0.37
O 0.89425 -0.70741 2.06973 0.2 -0.2 0.0 -0.04
C -0.73063 0.61252 0.91860 0.0 0.1 0.1 -0.16
O -1.39693 -0.13175 -0.07833 -0.1 0.0 0.2 -0.21
C -1.58315 0.55407 -1.29675 -0.1 0.1 -0.2 -0.12
H 0.36282 -2.02445 -0.12326 0.2 0.0 -0.1 0.08
H 1.26760 -1.72320 -1.72337 0.2 0.0 0.2 0.07
H 1.92612 0.51596 -0.85606 0.0 -0.1 0.1 0.10
H 1.29789 1.20441 1.38863 -0.1 -0.2 0.0 0.14
H 1.73825 -1.16030 1.93445 -0.2 0.1 0.1 0.10
H -0.87500 1.68694 0.73931 0.1 -0.1 0.1 0.12
H -1.19140 0.34746 1.87560 0.1 0.1 -0.1 0.13
H -0.71402 1.16334 -1.59030 -0.1 -0.1 0.2 0.09
H -2.47282 1.20050 -1.24527 0.2 0.0 0.0 0.09
H -1.73522 -0.19567 -2.07836 0.0 0.1 0.1 0.09
```
Positions in Å, forces in eV/Å.

Calculated values
max |F|	0.34	eV Å⁻¹
gap between HOMO and LUMO	0.3890	Ha
structure (SMILES)	C=C[C@H](O)COC
HOMO	-9.6	eV
ΔE to the lowest compared entry with this formula, charge and spin	2.676	eV